Model 1:
{
  "formula": "C6H11N",
  "method": "wB97M-V/def2-TZVPD",
  "smiles": "C=C(CC)CC#N.[H][H]",
  "multiplicity": 1,
  "homo_energy_ha": -0.3682,
  "lumo_energy_ev": 0.947,
  "symbols": ["C", "C", "C", "C", "C", "C", "N", "H", "H", "H", "H", "H", "H", "H", "H", "H", "H", "H"],
  "coordinates": [[-1.034, -1.207, 0.200], [-0.083, -0.281, 0.288], [0.143, 0.844, -0.691], [-1.035, 1.166, -1.601], [0.882, -0.284, 1.460], [0.407, 0.704, 2.437], [-0.041, 1.495, 3.152], [-1.112, -2.004, 0.936], [-1.767, -1.207, -0.601], [0.424, 1.744, -0.126], [1.030, 0.588, -1.293], [-1.318, 0.305, -2.215], [-0.782, 1.988, -2.277], [-1.906, 1.465, -1.009], [1.896, -0.009, 1.141], [0.942, -1.267, 1.938], [2.049, -2.019, -0.890], [1.305, -2.022, -0.850]],
  "lowdin_charge": [0.047, -0.395, -0.231, -0.108, -0.169, -0.221, 0.145, 0.074, 0.064, 0.116, 0.112, 0.070, 0.073, 0.084, 0.120, 0.120, 0.059, 0.036]
}

Model 2:
{
  "formula": "C6H11N",
  "method": "wB97M-V/def2-TZVPD",
  "multiplicity": 1,
  "homo_energy_ha": -0.2493,
  "lumo_energy_ev": -2.124,
  "symbols": ["C", "C", "N", "C", "C", "C", "C", "H", "H", "H", "H", "H", "H", "H", "H", "H", "H", "H"],
  "coordinates": [[0.669, -0.788, 0.717], [0.578, 0.717, 0.552], [-0.200, 1.755, 2.758], [-0.169, 0.417, -1.751], [-0.128, 1.181, -0.712], [-0.632, -1.991, -1.696], [-0.208, -0.825, -2.331], [1.380, -1.276, 0.049], [0.864, -0.932, 1.784], [-0.318, -1.211, 0.528], [1.553, 1.214, 0.513], [-0.033, 1.230, 1.557], [-1.118, 1.596, 3.179], [-0.075, 2.756, 2.635], [-0.339, 2.250, -0.766], [-0.146, -2.894, -2.062], [-1.697, -2.194, -1.568], [0.020, -1.006, -3.386]],
  "lowdin_charge": [-0.115, -0.214, -0.070, 0.014, -0.131, 0.063, -0.178, 0.076, 0.085, 0.060, 0.117, 0.002, -0.036, -0.043, 0.108, 0.065, 0.092, 0.106]
}

Which structure wins on stability? model 1 wins.

Model 1:
{
  "formula": "C6H11N",
  "method": "wB97M-V/def2-TZVPD",
  "smiles": "C=CC(N)=C(C)C",
  "multiplicity": 1,
  "homo_energy_ha": -0.2925,
  "lumo_energy_ev": 0.996,
  "symbols": ["C", "C", "C", "N", "C", "C", "C", "H", "H", "H", "H", "H", "H", "H", "H", "H", "H", "H"],
  "coordinates": [[-2.013, -0.985, 1.518], [-1.102, -0.029, 1.108], [0.061, -0.256, 0.237], [0.708, -1.505, 0.652], [0.533, 0.664, -0.605], [1.870, 0.390, -1.309], [-0.348, 1.664, -1.328], [-2.798, -0.609, 2.164], [-1.831, -2.023, 1.271], [-1.428, 0.998, 1.266], [0.345, -1.629, 1.583], [1.704, -1.386, 0.506], [2.709, 0.188, -0.618], [1.917, -0.582, -1.832], [2.143, 1.168, -2.014], [-0.173, 1.637, -2.397], [-0.140, 2.733, -1.046], [-1.438, 1.512, -1.265]],
  "lowdin_charge": [0.027, -0.134, -0.323, 0.095, -0.286, -0.075, -0.078, 0.049, 0.054, 0.100, 0.056, 0.064, 0.070, 0.083, 0.067, 0.065, 0.090, 0.076]
}

Model 2:
{
  "formula": "C6H11N",
  "method": "wB97M-V/def2-TZVPD",
  "smiles": "C=CC/C(C)=C/N",
  "multiplicity": 1,
  "homo_energy_ha": -0.2770,
  "lumo_energy_ev": 0.972,
  "symbols": ["C", "C", "C", "C", "C", "C", "N", "H", "H", "H", "H", "H", "H", "H", "H", "H", "H", "H"],
  "coordinates": [[-0.576, -1.477, 2.777], [-0.708, -0.622, 1.782], [0.262, -0.745, 0.658], [0.214, 0.277, -0.456], [-1.078, 0.599, -1.088], [1.386, 0.703, -1.074], [1.419, 1.507, -2.203], [-1.254, -1.559, 3.450], [0.270, -1.880, 3.154], [-1.616, 0.037, 1.534], [1.273, -0.899, 0.927], [-0.214, -1.731, 0.366], [-1.710, 1.222, -0.389], [-1.096, 1.379, -1.791], [-1.733, -0.159, -1.469], [2.348, 0.458, -0.614], [0.512, 1.429, -2.843], [2.303, 1.459, -2.720]],
  "lowdin_charge": [-0.003, -0.157, -0.197, -0.294, -0.094, -0.180, 0.004, -0.015, 0.036, 0.129, 0.098, 0.140, 0.096, 0.034, 0.080, 0.112, 0.134, 0.079]
}

Which structure wins on stability? model 1 wins.

Model 1:
{
  "formula": "C2H4N2O",
  "method": "wB97M-V/def2-TZVPD",
  "smiles": "C=NO.C#N",
  "multiplicity": 1,
  "homo_energy_ha": -0.3588,
  "lumo_energy_ev": 0.914,
  "symbols": ["C", "N", "O", "H", "H", "H", "C", "N", "H"],
  "coordinates": [[0.034, -0.743, -2.147], [-0.249, -0.351, -0.920], [0.852, -0.009, -0.135], [0.978, -0.848, -2.743], [-0.865, -0.978, -2.710], [0.520, 0.320, 0.695], [-0.400, 0.829, 2.687], [-0.824, 1.437, 1.789], [-0.046, 0.342, 3.485]],
  "lowdin_charge": [-0.041, -0.081, -0.105, 0.082, 0.050, -0.016, -0.015, 0.101, 0.025]
}

Model 2:
{
  "formula": "C2H4N2O",
  "method": "wB97M-V/def2-TZVPD",
  "smiles": "N=C=O.C=N",
  "multiplicity": 1,
  "homo_energy_ha": -0.3522,
  "lumo_energy_ev": 0.764,
  "symbols": ["N", "C", "O", "H", "C", "N", "H", "H", "H"],
  "coordinates": [[-1.143, 0.989, -0.186], [-1.972, 0.191, 0.051], [-2.654, -0.707, 0.237], [-1.187, 1.891, -0.657], [1.623, -0.676, -0.134], [1.139, 0.288, 0.475], [1.448, -1.804, -0.038], [1.943, -0.331, -1.154], [0.801, 0.158, 1.406]],
  "lowdin_charge": [0.174, -0.450, 0.169, 0.113, -0.175, -0.018, 0.085, 0.065, 0.036]
}

Which structure wins on stability? model 2 wins.

Model 1:
{
  "formula": "C3H6N2O2",
  "method": "wB97M-V/def2-TZVPD",
  "smiles": "[H]/N=C/OCC(N)=O",
  "multiplicity": 1,
  "homo_energy_ha": -0.3504,
  "lumo_energy_ev": 0.792,
  "symbols": ["H", "N", "C", "O", "C", "C", "N", "O", "H", "H", "H", "H", "H"],
  "coordinates": [[-2.867, 0.048, -1.409], [-2.063, 0.517, -1.003], [-1.846, 0.060, 0.151], [-0.903, 0.588, 0.986], [0.322, 0.871, 0.353], [0.876, -0.501, -0.046], [2.223, -0.658, -0.097], [0.122, -1.421, -0.304], [-2.370, -0.752, 0.658], [0.186, 1.510, -0.528], [0.962, 1.396, 1.072], [2.507, -1.619, -0.221], [2.850, -0.039, 0.389]],
  "lowdin_charge": [0.055, 0.126, -0.322, -0.073, -0.119, -0.497, 0.164, 0.062, 0.136, 0.125, 0.130, 0.113, 0.101]
}

Model 2:
{
  "formula": "C3H6N2O2",
  "method": "wB97M-V/def2-TZVPD",
  "smiles": "[H]/N=C1/COCON1",
  "multiplicity": 1,
  "homo_energy_ha": -0.3387,
  "lumo_energy_ev": 0.698,
  "symbols": ["H", "N", "C", "C", "O", "C", "O", "N", "H", "H", "H", "H", "H"],
  "coordinates": [[0.528, -2.599, -1.372], [1.148, -1.865, -1.035], [0.509, -0.836, -0.511], [1.176, 0.474, 0.133], [0.266, 1.512, -0.531], [-0.900, 1.328, 0.358], [-1.596, 0.127, 0.093], [-0.715, -1.081, 0.093], [1.135, 0.441, 1.302], [2.298, 0.562, -0.280], [-0.727, 1.430, 1.490], [-1.533, 2.290, 0.294], [-1.589, -1.782, -0.033]],
  "lowdin_charge": [0.034, 0.111, -0.391, -0.074, -0.125, -0.267, -0.133, 0.044, 0.141, 0.156, 0.134, 0.151, 0.219]
}

Which structure wins on stability? model 1 wins.